Version A
C6H16NO | ωB97M-V with the def2-TZVPD basis set

Cartesian coordinates (Å):
N (-0.86, 1.18, 2.61)
C (-2.07, 1.81, 2.08)
H (1.04, -2.90, -1.69)
H (2.44, -2.08, -0.88)
C (1.26, -0.77, -2.10)
H (1.57, 1.32, -2.05)
C (-0.24, -0.60, -2.46)
H (-2.16, 2.82, 2.49)
H (-1.34, -0.81, 2.30)
H (-0.36, 0.29, -3.08)
H (2.77, 0.38, -1.06)
C (-0.58, -0.12, 1.88)
H (-0.59, -1.46, -3.03)
H (1.15, 0.52, -0.41)
H (-2.10, 1.82, 0.99)
H (0.40, -0.42, 2.33)
H (-0.75, -0.40, -1.52)
O (-0.60, -0.05, 0.55)
H (1.81, -0.90, -3.03)
H (0.74, -1.85, -0.32)
H (-0.10, 1.82, 2.42)
H (-2.95, 1.27, 2.43)
C (1.72, 0.49, -1.36)
C (1.40, -1.99, -1.18)

The value obtained for the highest occupied orbital energy is -3.0 eV. As for the net charge: -1.



Version B
C6H16NO | ωB97M-V with the def2-TZVPD basis set

Cartesian coordinates (Å):
C (0.94, 1.26, 2.48)
O (0.29, -0.82, 1.48)
H (-0.57, 2.83, 2.51)
H (-0.09, 1.26, -2.12)
C (-0.65, -0.72, -1.28)
N (-2.06, -0.60, -1.61)
H (1.75, 2.00, 2.57)
C (-0.09, -2.14, -1.32)
H (0.95, -2.16, -1.01)
H (-2.64, -0.97, -0.86)
H (1.20, 0.10, -1.94)
C (1.32, 0.04, 1.59)
H (-1.09, 1.32, 1.79)
C (-0.24, 2.02, 1.85)
H (-0.45, -0.40, -0.22)
H (-0.67, -2.79, -0.65)
H (1.69, 0.40, 0.59)
H (0.03, -0.16, -3.25)
H (-0.07, 2.38, 0.83)
H (-2.24, -1.09, -2.48)
H (-0.24, -2.53, -2.34)
C (0.14, 0.20, -2.21)
H (0.58, 0.97, 3.47)
H (2.22, -0.39, 2.11)

The value obtained for the highest occupied orbital energy is -2.6 eV. As for the net charge: -1.



On energetic grounds, version A is preferred over the next structure by 13.8 kJ/mol.